DFT (ωB97M-V/def2-TZVPD) results for an isolated molecule of O2 at a distorted geometry.

```
2
Properties=species:S:1:pos:R:3:nbo_charge:R:1
O -0.273 0.478 -0.477 0.000
O 0.273 -0.478 0.477 0.000
```

Properties
Structure (SMILES) ... O=O
Frontier orbital gap ... 7.71 eV
2S+1 ... 1
HOMO energy ... -11.68 eV
Energy above the lowest of the compared OMol25 structures with the same formula, charge and spin ... 1.677 eV
LUMO ... -3.97 eV

DFT (ωB97M-V/def2-TZVPD) results for a structure of composition C28H26F6N8O4S4Ta at a distorted geometry.

```
77
Properties=species:S:1:pos:R:3:lowdin_charge:R:1
C 15.007 8.621 10.950 0.029
H 11.325 8.124 14.520 0.066
F 14.417 13.646 12.999 0.206
C 7.778 10.901 14.916 0.010
F 14.496 12.332 11.276 0.131
C 7.537 12.235 14.748 0.036
C 13.775 9.277 11.057 -0.117
H 11.973 10.385 6.410 0.012
C 9.192 5.527 14.580 0.008
C 8.786 12.060 12.717 -0.283
C 6.299 9.441 8.724 0.028
F 12.133 8.795 16.467 0.176
H 11.096 5.806 11.085 0.131
H 7.346 10.541 11.663 0.100
S 12.797 10.152 14.362 0.695
F 12.734 10.800 16.967 0.228
S 10.132 11.940 6.827 0.957
H 5.417 9.472 8.094 0.142
N 9.588 12.258 9.304 -0.022
C 13.814 6.598 10.810 0.011
C 10.200 6.376 15.037 0.007
N 9.194 10.746 12.949 -0.012
O 13.947 9.308 14.478 -0.203
H 13.752 5.526 10.597 0.148
H 7.323 10.357 15.748 0.141
N 9.599 11.747 10.524 -0.159
N 12.576 8.653 11.077 -0.099
S 12.324 12.382 12.837 0.764
H 11.402 11.170 4.976 0.045
H 10.631 6.293 16.012 0.126
H 8.944 5.869 10.513 0.154
N 13.114 11.632 13.958 -0.252
H 15.894 9.216 11.000 0.130
C 8.981 6.845 11.013 -0.106
O 11.823 11.460 11.695 -0.557
H 10.514 8.105 8.336 0.100
Ta 10.596 9.713 11.401 1.854
H 8.036 7.280 10.718 0.128
N 10.140 7.571 12.930 0.040
H 8.836 9.145 14.234 0.107
H 13.749 10.374 11.194 0.093
F 13.383 14.168 11.120 0.224
C 8.660 5.719 13.322 0.029
C 13.760 13.245 11.963 -0.655
S 11.334 10.244 9.186 0.800
N 10.127 7.569 10.389 -0.252
C 9.051 12.508 11.392 -0.057
C 8.578 8.814 9.120 -0.274
C 9.662 7.809 8.980 -0.155
C 7.390 10.002 10.746 -0.102
C 15.024 7.228 10.921 0.022
C 11.627 11.324 6.013 -0.361
F 10.793 10.435 15.941 0.136
O 11.731 9.661 13.450 -0.504
C 8.022 12.798 13.575 0.046
C 10.345 11.565 8.547 -0.907
C 8.660 10.201 14.062 -0.079
H 7.030 12.800 15.479 0.131
C 7.483 8.911 8.267 0.034
C 6.236 9.921 10.039 0.009
H 8.644 13.467 11.093 0.168
N 8.561 9.472 10.327 -0.057
C 9.219 6.711 12.498 -0.243
H 5.276 10.321 10.406 0.147
H 11.437 6.256 9.395 0.143
H 8.824 4.737 15.231 0.139
C 12.071 10.064 16.112 -0.639
C 10.634 7.359 14.189 -0.097
H 7.756 13.779 13.175 0.154
H 12.443 12.054 6.137 0.063
C 12.621 7.303 10.846 -0.196
H 9.257 6.847 8.615 0.158
O 11.338 13.323 13.257 -0.206
C 11.312 6.611 10.410 -0.043
H 15.953 6.677 10.917 0.141
H 7.541 8.421 7.301 0.146
H 7.854 5.102 12.905 0.144
```

Properties
Frontier orbital gap ... 6.63 eV
2S+1 ... 1
Net charge ... +3
HOMO energy ... -16.37 eV
Energy above the lowest of the compared OMol25 structures with the same formula, charge and spin ... 0.097 eV
LUMO ... -9.74 eV

DFT (ωB97M-V/def2-TZVPD) results for an isolated molecule of C3H4O2S at a distorted geometry.

```
10
Properties=species:S:1:pos:R:3:nbo_charge:R:1
O 2.400 1.327 0.176 -0.892
C -0.029 0.002 -0.034 -0.207
H 0.203 -0.135 -2.283 0.233
S 1.765 0.039 0.046 2.101
O 2.387 -1.173 0.505 -0.885
H -2.104 0.813 0.153 0.235
C -1.602 -0.074 0.658 -0.654
H -2.304 -0.928 0.352 0.252
C 0.528 0.010 -1.282 -0.433
H -1.244 0.119 1.708 0.250
```

Properties
Structure (SMILES) ... CC1=CS1(=O)=O
Frontier orbital gap ... 10.65 eV
2S+1 ... 1
HOMO energy ... -10.10 eV
Energy above the lowest of the compared OMol25 structures with the same formula, charge and spin ... 4.658 eV
LUMO ... 0.55 eV

Among the records above, which one has the lowest energy above the lowest of the compared OMol25 structures with the same formula, charge and spin? C28H26F6N8O4S4Ta